Record 1
Computed, not measured: a 2-piece molecular cluster, C12H16N2 overall, with ωB97M-V with the def2-TZVPD basis set.

Last column: natural (NBO) charge in e.
Atoms and positions in Å:
C (-1.585, -1.610, -1.411)  -0.43
C (-2.715, -0.846, -2.092)  -0.61
C (-1.263, -1.231, 0.011)  0.00
C (-1.445, 0.074, 0.460)  -0.23
C (-0.653, -2.162, 0.840)  -0.22
C (-1.095, 0.435, 1.751)  -0.19
C (-0.268, -1.803, 2.129)  -0.20
C (-0.510, -0.514, 2.581)  -0.24
H (-1.781, -2.690, -1.462)  0.20
H (-0.670, -1.575, -1.998)  0.23
H (-3.097, -1.419, -2.933)  0.22
H (-2.011, 0.737, -0.186)  0.21
H (-0.424, -3.184, 0.564)  0.21
H (-1.247, 1.439, 2.110)  0.21
H (0.250, -2.513, 2.761)  0.21
H (-0.501, -0.313, 3.651)  0.21
H (-2.357, 0.092, -2.520)  0.20
H (-3.499, -0.596, -1.385)  0.21
C (2.552, -0.569, 0.162)  -0.63
C (1.678, 1.815, 0.371)  -0.12
C (1.967, 0.698, -0.354)  0.10
C (0.919, 2.024, -1.668)  0.16
N (0.990, 2.654, -0.463)  -0.53
N (1.485, 0.853, -1.628)  -0.46
H (2.052, 2.015, 1.358)  0.22
H (1.020, 3.654, -0.335)  0.41
H (1.878, -1.384, -0.078)  0.23
H (2.694, -0.555, 1.240)  0.22
H (0.476, 2.421, -2.565)  0.20
H (3.498, -0.784, -0.333)  0.22

Computed properties:
Structure (SMILES) ... Cc1c[nH]cn1.CCc1ccccc1
HOMO-LUMO gap ... 9.25 eV
Charge ... 0
ΔE to the lowest compared entry with this formula, charge and spin ... 10.3 kcal per mole



Record 2
Computed, not measured: C16H35CdN2O11Tl as an isolated structure, with ωB97M-V with the def2-TZVPD basis set.

Last column: Löwdin charge in e.
Atoms and positions in Å:
Cd (-1.259, 1.314, -0.782)  1.45
Tl (0.391, -1.664, 1.283)  1.38
C (-3.506, -0.402, 2.509)  0.03
C (-2.080, -0.398, 2.019)  -0.68
O (-1.746, 0.223, 0.965)  -0.19
O (-1.265, -1.144, 2.588)  -0.12
H (-4.145, 0.294, 1.965)  0.09
H (-3.479, -0.047, 3.541)  0.10
H (-3.953, -1.387, 2.425)  0.07
C (5.372, -1.558, -0.129)  0.02
C (3.925, -1.607, -0.715)  -0.68
O (3.888, -1.875, -1.918)  0.07
O (3.009, -1.264, 0.082)  -0.07
H (5.440, -2.129, 0.790)  0.07
H (5.536, -0.495, 0.060)  0.07
H (6.104, -1.867, -0.861)  0.07
C (-4.030, -0.554, -3.746)  -0.03
C (-2.597, -0.360, -3.351)  -0.71
O (-1.771, -0.564, -4.201)  0.06
O (-2.334, 0.082, -2.114)  -0.29
H (-4.629, -0.858, -2.872)  0.06
H (-4.185, -1.264, -4.544)  0.08
H (-4.499, 0.405, -3.989)  0.08
C (1.448, 2.796, 3.868)  -0.02
C (0.441, 1.898, 3.198)  -0.69
O (-0.615, 1.602, 3.799)  -0.01
O (0.759, 1.333, 2.076)  -0.10
H (1.134, 3.847, 3.847)  0.08
H (2.342, 2.867, 3.225)  0.07
H (1.768, 2.516, 4.863)  0.07
O (0.400, 0.143, -0.931)  -0.44
H (1.242, 0.391, -0.557)  -0.11
C (-3.665, -3.577, -1.012)  -0.03
C (-2.659, -3.166, 0.073)  -0.39
C (-2.080, -4.345, 0.829)  -0.17
O (-1.228, -3.960, 1.915)  -0.25
C (-1.908, -3.883, 3.133)  -0.12
N (-1.560, -2.415, -0.573)  0.07
H (-3.951, -2.761, -1.672)  0.06
H (-4.603, -3.965, -0.592)  0.09
H (-3.241, -4.355, -1.661)  0.09
H (-3.210, -2.500, 0.735)  0.12
H (-1.466, -4.994, 0.192)  0.14
H (-2.889, -4.992, 1.197)  0.14
H (-2.080, -4.897, 3.515)  0.10
H (-2.817, -3.287, 3.092)  0.08
H (-1.302, -3.387, 3.891)  0.10
H (-1.843, -1.684, -1.240)  0.05
H (-1.112, -3.113, -1.183)  0.11
C (4.289, 2.175, -1.066)  -0.06
C (2.814, 2.599, -1.079)  -0.45
C (2.600, 3.996, -0.470)  -0.17
O (1.267, 4.379, -0.794)  -0.22
C (1.134, 5.471, -1.707)  -0.10
N (2.312, 2.452, -2.419)  0.06
H (4.750, 2.071, -0.082)  0.08
H (4.827, 3.066, -1.449)  0.08
H (4.492, 1.331, -1.713)  0.08
H (2.369, 1.887, -0.370)  0.10
H (3.306, 4.734, -0.861)  0.12
H (2.720, 3.781, 0.597)  0.12
H (0.100, 5.816, -1.668)  0.08
H (1.234, 5.061, -2.724)  0.08
H (1.831, 6.293, -1.553)  0.09
H (1.510, 3.058, -2.559)  0.04
H (2.955, 2.835, -3.118)  0.09

Computed properties:
HOMO-LUMO gap ... 3.65 eV
Charge ... 0



Record 3
Computed, not measured: C29H38AsN4NaO4S4 as an isolated structure, with ωB97M-V with the def2-TZVPD basis set.

Last column: Löwdin charge in e.
Atoms and positions in Å:
Na (-0.884, 0.225, -0.065)  0.00
C (-3.233, -1.711, -3.147)  -0.52
C (-2.019, -1.097, -3.841)  -0.53
S (-1.667, 0.521, -3.119)  0.89
C (-0.054, 0.900, -3.843)  -0.51
C (1.015, -0.188, -3.759)  -0.51
S (1.123, -1.009, -2.148)  0.88
C (1.489, -2.680, -2.732)  -0.52
C (1.476, -3.689, -1.595)  -0.54
S (-0.011, -3.670, -0.568)  0.86
C (-1.268, -4.212, -1.752)  -0.52
C (-2.646, -3.749, -1.294)  -0.54
S (-2.974, -1.973, -1.372)  0.86
H (-3.483, -2.672, -3.600)  0.08
H (-4.104, -1.064, -3.256)  0.07
H (-2.209, -0.995, -4.913)  0.09
H (-1.158, -1.748, -3.692)  0.03
H (0.274, 1.795, -3.310)  0.08
H (-0.169, 1.180, -4.892)  0.08
H (1.981, 0.255, -4.014)  0.06
H (0.811, -0.963, -4.501)  0.07
H (2.469, -2.707, -3.214)  0.09
H (0.744, -2.949, -3.487)  0.06
H (2.298, -3.489, -0.905)  0.06
H (1.643, -4.690, -1.999)  0.08
H (-1.253, -5.303, -1.800)  0.08
H (-1.055, -3.828, -2.750)  0.06
H (-2.798, -4.031, -0.249)  0.07
H (-3.423, -4.258, -1.868)  0.08
O (-2.415, 1.683, -0.205)  -0.10
C (-2.340, 2.873, 0.074)  -0.20
C (-1.246, 3.540, 0.746)  -0.11
C (-1.497, 4.836, 1.201)  0.04
C (-0.551, 5.512, 1.927)  -0.17
C (0.691, 4.921, 2.218)  0.00
C (0.975, 3.671, 1.759)  0.00
C (0.037, 2.908, 0.975)  -0.36
O (0.337, 1.775, 0.519)  -0.09
N (-0.840, 6.851, 2.409)  -0.37
O (-1.912, 7.351, 2.115)  0.05
O (0.012, 7.409, 3.080)  0.05
H (-3.187, 3.535, -0.189)  0.13
H (-2.449, 5.310, 0.997)  0.12
H (1.409, 5.480, 2.802)  0.12
H (1.931, 3.206, 1.964)  0.11
C (-4.641, -0.927, 1.690)  -0.33
As (-2.773, -0.475, 2.083)  1.09
C (-3.182, 1.088, 3.199)  -0.30
C (-2.535, -1.781, 3.529)  -0.31
H (-5.241, -0.827, 2.595)  0.02
H (-4.707, -1.947, 1.313)  0.01
H (-5.020, -0.257, 0.919)  0.02
H (-3.895, 0.818, 3.978)  0.02
H (-3.616, 1.862, 2.567)  0.02
H (-2.280, 1.493, 3.657)  0.02
H (-3.403, -1.784, 4.189)  0.02
H (-1.642, -1.550, 4.109)  0.01
H (-2.408, -2.773, 3.096)  0.02
C (1.791, 0.019, 3.747)  -0.04
C (0.704, -0.144, 2.904)  -0.15
N (0.750, -0.835, 1.766)  0.09
C (1.929, -1.317, 1.406)  -0.10
C (3.104, -1.154, 2.133)  -0.22
C (3.011, -0.512, 3.361)  -0.01
C (4.386, -1.661, 1.610)  -0.04
C (4.916, -1.409, 0.411)  -0.02
C (4.477, -0.417, -0.602)  -0.28
C (3.866, 0.794, -0.285)  0.00
C (3.632, 1.676, -1.321)  -0.12
N (3.970, 1.408, -2.582)  0.08
C (4.530, 0.221, -2.779)  -0.23
N (4.809, -0.702, -1.867)  0.12
H (1.682, 0.567, 4.672)  0.11
H (-0.249, 0.304, 3.161)  0.07
H (1.962, -1.854, 0.465)  0.06
H (3.892, -0.390, 3.980)  0.12
H (4.938, -2.321, 2.272)  0.11
H (5.814, -1.943, 0.123)  0.11
H (3.593, 1.051, 0.724)  0.11
H (3.161, 2.633, -1.131)  0.11
H (4.803, -0.019, -3.801)  0.11

Computed properties:
HOMO-LUMO gap ... 7.63 eV
Charge ... 0
ΔE to the lowest compared entry with this formula, charge and spin ... 9.2 kcal per mole



Record 4
Computed, not measured: C52H47N9O2STi as an isolated structure, with ωB97M-V with the def2-TZVPD basis set.

Last column: Mulliken spin population.
Atoms and positions in Å:
Ti (-0.333, 0.182, -0.295)  0.27
O (-3.441, -0.364, -4.731)  0.00
C (-2.370, -1.149, -4.934)  0.00
C (-2.211, -1.693, -6.210)  0.00
C (-1.137, -2.508, -6.490)  0.00
C (-0.184, -2.805, -5.513)  0.00
C (-0.327, -2.265, -4.255)  0.00
C (-1.414, -1.436, -3.943)  0.00
C (-1.490, -0.875, -2.591)  0.00
O (-0.500, -1.052, -1.787)  -0.01
N (-2.552, -0.193, -2.231)  0.00
N (-2.438, 0.249, -0.907)  0.02
C (-3.586, 0.418, -0.370)  0.02
C (-3.877, 0.956, 0.963)  -0.01
C (-5.202, 0.971, 1.381)  0.01
C (-5.501, 1.518, 2.621)  0.00
C (-4.468, 2.029, 3.383)  0.00
C (-3.173, 1.961, 2.878)  0.02
N (-2.874, 1.437, 1.698)  0.01
H (-3.446, -0.090, -3.791)  0.00
H (-2.953, -1.456, -6.961)  0.00
H (-1.033, -2.921, -7.485)  0.00
H (0.657, -3.444, -5.742)  0.00
H (0.406, -2.459, -3.482)  0.00
H (-4.446, 0.165, -0.986)  0.00
H (-5.980, 0.570, 0.744)  0.00
H (-6.522, 1.549, 2.977)  0.00
H (-4.650, 2.475, 4.351)  0.00
H (-2.340, 2.340, 3.462)  -0.01
C (-1.652, -1.018, 3.337)  0.01
C (-0.178, -1.291, 3.371)  0.01
C (0.271, -2.309, 4.211)  0.00
C (1.619, -2.547, 4.395)  0.00
C (2.533, -1.694, 3.802)  0.00
C (2.126, -0.649, 2.980)  0.01
C (3.185, 0.334, 2.568)  0.02
C (0.760, -0.517, 2.678)  -0.06
N (0.305, 0.440, 1.674)  0.08
C (0.243, 1.717, 2.059)  0.26
C (0.605, 2.162, 3.444)  0.03
C (-0.176, 2.696, 1.099)  0.20
C (-0.284, 4.136, 1.503)  0.02
N (-0.468, 2.273, -0.115)  0.10
C (-0.529, 3.206, -1.229)  0.01
C (0.621, 3.920, -1.619)  0.00
C (1.809, 4.218, -0.739)  0.01
C (0.634, 4.519, -2.875)  0.00
C (-0.464, 4.474, -3.716)  0.00
C (-1.640, 3.928, -3.240)  0.00
C (-1.701, 3.328, -1.985)  0.00
C (-3.069, 3.041, -1.425)  0.01
H (-2.218, -1.943, 3.448)  0.00
H (-1.959, -0.521, 2.430)  0.01
H (-1.929, -0.366, 4.172)  0.00
H (-0.466, -2.915, 4.727)  0.00
H (1.956, -3.353, 5.035)  0.00
H (3.594, -1.818, 3.989)  0.00
H (4.099, -0.184, 2.280)  0.00
H (3.428, 0.983, 3.414)  0.00
H (2.882, 0.959, 1.744)  0.01
H (0.645, 1.325, 4.137)  0.01
H (-0.109, 2.896, 3.820)  -0.01
H (1.585, 2.649, 3.448)  0.00
H (-1.025, 4.239, 2.301)  -0.01
H (-0.604, 4.751, 0.666)  0.01
H (0.658, 4.529, 1.886)  0.00
H (1.911, 3.562, 0.120)  0.00
H (1.709, 5.240, -0.364)  0.00
H (2.733, 4.166, -1.311)  0.00
H (1.534, 5.036, -3.186)  0.00
H (-0.420, 4.916, -4.703)  0.00
H (-2.550, 3.992, -3.826)  0.00
H (-3.649, 3.965, -1.462)  0.00
H (-3.019, 2.735, -0.385)  0.01
H (-3.615, 2.299, -2.011)  0.00
N (1.710, -4.022, 0.736)  0.00
C (3.064, -3.834, 1.081)  0.00
C (3.733, -4.720, 1.905)  0.00
C (5.063, -4.476, 2.232)  0.00
C (5.700, -3.336, 1.763)  0.00
C (5.008, -2.437, 0.958)  0.00
C (3.697, -2.706, 0.599)  0.00
S (2.818, -1.664, -0.510)  0.00
N (1.219, -1.823, 0.088)  -0.01
C (0.862, -2.964, 0.542)  0.00
C (-0.581, -3.228, 0.833)  0.00
C (-1.010, -4.416, 1.414)  0.00
C (-2.366, -4.676, 1.504)  0.00
C (-3.251, -3.740, 1.007)  0.00
C (-2.733, -2.558, 0.506)  0.00
N (-1.433, -2.285, 0.434)  0.00
H (1.306, -4.891, 1.029)  0.00
H (3.225, -5.599, 2.287)  0.00
H (5.596, -5.179, 2.857)  0.00
H (6.733, -3.144, 2.018)  0.00
H (5.496, -1.544, 0.584)  0.00
H (-0.315, -5.136, 1.820)  0.00
H (-2.717, -5.599, 1.947)  0.00
H (-4.320, -3.904, 1.019)  0.00
H (-3.406, -1.796, 0.142)  0.00
N (5.683, 2.104, -4.377)  0.00
C (4.736, 1.844, -3.779)  0.00
C (3.556, 1.517, -3.020)  0.00
C (3.538, 1.713, -1.647)  0.01
C (2.392, 1.398, -0.934)  0.00
C (1.267, 0.846, -1.528)  -0.06
C (1.303, 0.685, -2.920)  0.00
C (2.421, 1.023, -3.662)  0.00
H (4.409, 2.120, -1.146)  0.00
H (2.380, 1.615, 0.118)  0.00
H (0.457, 0.294, -3.463)  0.00
H (2.423, 0.895, -4.737)  0.00

Computed properties:
Multiplicity ... 2
HOMO-LUMO gap (alpha / beta) ... 6.29 / 6.49 eV
Charge ... +1
ΔE to the lowest compared entry with this formula, charge and spin ... 27.0 kcal per mole



no.,F_max (eV/Å)
1,1.15
2,3.48
3,1.42
4,1.15